C6H8N | the ωB97M-V functional and the def2-TZVPD basis

Results
HOMO energy (spin up / spin down) (eV): -12.53 / -12.44
LUMO level (spin up / spin down) (hartree): -0.199 / -0.202
Total charge: +1
ΔE to the lowest compared entry with this formula, charge and spin (kcal per mole): 154.44
Frontier orbital gap (spin up / spin down) (eV): 7.124 / 6.933

XYZ file:
```
15
C6H8N (the ωB97M-V functional and the def2-TZVPD basis)
C -2.099 1.670 -0.763
C 1.448 0.274 -0.252
C 2.051 0.769 0.749
C 0.658 -0.402 -1.238
C -0.666 -0.265 -0.399
C -0.882 -1.240 0.732
N -1.336 0.821 -0.455
H -2.680 2.490 -0.367
H 1.515 1.127 1.750
H 3.191 0.790 0.867
H 0.580 0.044 -2.269
H 1.017 -1.524 -1.235
H 0.096 -1.434 1.141
H -1.339 -2.222 0.259
H -1.555 -0.897 1.480
```